{"formula": "C17H68O17", "method": "ωB97M-V/def2-TZVPD", "spin_multiplicity": 1, "gap_ev": 9.331, "de_lowest_ev": 2.711, "homo_energy_ha": -0.337, "mol_weight_g_mol": 544.714, "symbols": ["C", "O", "H", "H", "H", "H", "C", "O", "H", "H", "H", "H", "C", "O", "H", "H", "H", "H", "C", "O", "H", "H", "H", "H", "C", "O", "H", "H", "H", "H", "C", "O", "H", "H", "H", "H", "C", "O", "H", "H", "H", "H", "C", "O", "H", "H", "H", "H", "C", "O", "H", "H", "H", "H", "C", "O", "H", "H", "H", "H", "C", "O", "H", "H", "H", "H", "C", "O", "H", "H", "H", "H", "C", "O", "H", "H", "H", "H", "C", "O", "H", "H", "H", "H", "C", "O", "H", "H", "H", "H", "C", "O", "H", "H", "H", "H", "C", "O", "H", "H", "H", "H"], "positions_angstrom": [[3.202, 7.730, -21.424], [3.901, 8.181, -22.575], [2.704, 8.550, -20.906], [2.669, 6.829, -21.728], [3.953, 7.336, -20.740], [4.517, 8.879, -22.342], [9.185, 3.097, -19.329], [8.470, 3.978, -20.154], [8.772, 2.096, -19.455], [10.268, 3.058, -19.450], [8.868, 3.367, -18.322], [8.596, 3.677, -21.057], [8.787, -0.193, -17.600], [8.097, -0.380, -18.813], [8.386, 0.699, -17.117], [8.705, -1.039, -16.918], [9.853, -0.105, -17.812], [8.772, -0.742, -19.391], [7.486, 10.672, -17.678], [7.925, 9.457, -18.298], [6.409, 10.823, -17.738], [7.750, 10.781, -16.626], [7.963, 11.437, -18.291], [8.612, 9.155, -17.699], [4.996, 5.652, -24.224], [4.572, 6.718, -25.036], [6.041, 5.442, -24.450], [4.893, 5.796, -23.149], [4.322, 4.848, -24.518], [3.858, 7.173, -24.585], [9.317, 1.672, -22.271], [8.899, 2.958, -22.642], [9.849, 1.808, -21.329], [8.448, 1.029, -22.131], [10.114, 1.255, -22.886], [8.501, 2.916, -23.515], [5.520, 5.348, -13.212], [4.685, 4.274, -13.781], [5.127, 5.783, -12.293], [6.514, 4.956, -12.996], [5.701, 6.044, -14.030], [5.151, 4.072, -14.595], [6.192, 2.424, -16.293], [5.947, 3.804, -16.149], [6.033, 2.061, -17.308], [7.212, 2.168, -16.005], [5.545, 1.787, -15.691], [6.466, 4.316, -16.773], [8.322, 6.039, -17.650], [7.059, 5.423, -18.032], [8.450, 6.028, -16.568], [9.165, 5.533, -18.119], [8.415, 7.058, -18.026], [7.143, 5.270, -18.976], [13.310, 4.945, -16.047], [14.214, 4.713, -17.095], [12.335, 5.269, -16.413], [13.194, 3.982, -15.549], [13.699, 5.562, -15.236], [14.447, 5.551, -17.500], [9.930, 2.054, -12.893], [10.017, 3.275, -12.090], [9.082, 2.199, -13.562], [10.884, 1.794, -13.354], [9.704, 1.200, -12.254], [9.273, 3.230, -11.486], [13.108, 4.078, -20.218], [13.975, 3.226, -19.526], [12.258, 4.369, -19.600], [13.685, 4.939, -20.556], [12.756, 3.671, -21.165], [14.295, 3.629, -18.716], [5.060, 2.077, -21.722], [4.374, 2.261, -20.530], [4.887, 2.815, -22.505], [6.122, 2.251, -21.548], [4.865, 1.098, -22.160], [4.770, 1.596, -19.963], [11.309, 8.035, -18.275], [10.661, 8.438, -17.071], [10.556, 8.001, -19.062], [12.107, 8.689, -18.627], [11.841, 7.087, -18.202], [11.287, 9.046, -16.669], [8.459, 7.150, -23.454], [9.652, 7.771, -23.917], [8.251, 6.240, -24.017], [8.395, 6.958, -22.383], [7.554, 7.709, -23.691], [9.515, 8.003, -24.839], [3.246, 4.719, -18.383], [2.843, 4.373, -19.728], [3.959, 4.011, -17.962], [3.866, 5.611, -18.467], [2.492, 5.008, -17.651], [3.402, 3.697, -20.120], [5.691, 10.276, -20.648], [5.340, 10.245, -22.064], [6.725, 10.608, -20.562], [5.004, 10.948, -20.132], [5.539, 9.290, -20.210], [5.369, 11.157, -22.360]], "forces_ev_per_a": [[1.73, -0.43, -0.20], [-0.84, -0.71, -0.57], [-0.72, -0.30, -0.18], [-0.80, 0.54, 0.25], [0.03, -0.08, 0.53], [0.00, 0.35, -0.14], [-1.28, -0.62, 0.93], [0.26, 0.59, -0.09], [0.23, -0.34, -0.03], [0.08, 0.38, -0.03], [0.62, 0.03, 0.25], [-0.18, 0.28, -0.61], [0.35, 0.10, 0.48], [0.03, -0.25, -0.45], [0.26, -0.03, 0.04], [-0.34, -0.15, 0.04], [0.13, 0.47, 0.25], [-0.41, -0.14, -0.41], [0.16, 0.44, -0.99], [-0.46, 0.03, 0.93], [-0.08, -0.39, -0.17], [0.26, -0.20, -0.05], [-0.12, 0.65, 0.47], [0.38, -0.47, -0.14], [-0.64, -0.40, -0.38], [0.33, 0.76, -0.14], [-0.08, -0.20, -0.08], [0.00, 0.42, 0.04], [0.47, -0.85, 0.32], [0.06, 0.29, 0.30], [0.77, -0.23, 0.87], [0.02, 0.46, -0.67], [-0.37, -0.20, 0.18], [0.25, -0.38, -0.06], [-0.43, -0.14, -0.66], [-0.09, 0.18, -0.05], [-0.01, -1.45, -1.33], [0.48, 1.29, 1.75], [-0.41, -0.07, -0.40], [0.13, -0.21, 0.33], [-0.29, 0.67, 0.37], [-0.01, -0.12, -0.57], [0.38, -0.42, -0.31], [-0.62, -0.81, 0.77], [0.07, 0.21, -0.35], [0.22, 0.02, 0.03], [-0.27, 0.59, 0.35], [0.21, 0.30, -0.69], [-0.09, -0.04, -0.57], [1.19, 0.69, 0.69], [-0.29, -0.06, -0.09], [-0.02, -0.40, 0.14], [-0.51, 0.11, 0.20], [-0.10, -0.36, -0.34], [-0.34, -0.95, 0.84], [0.59, 0.29, -0.45], [-0.02, 0.23, 0.15], [-0.30, -0.12, -0.18], [0.06, 0.57, -0.33], [0.08, 0.12, 0.00], [-0.57, 0.65, 1.18], [0.46, -1.05, -0.61], [0.37, -0.31, -0.55], [-0.14, 0.64, -0.25], [-0.11, -0.06, 0.15], [-0.02, 0.14, 0.07], [0.53, 0.78, -0.09], [0.11, -1.31, -0.50], [-0.16, 0.22, -0.09], [-0.25, 0.63, 0.16], [-0.06, -0.69, 0.29], [-0.31, 0.27, 0.21], [1.35, 0.23, -1.41], [-0.37, -0.11, 0.35], [-0.95, 0.25, 0.34], [0.41, -0.54, 0.04], [0.14, -0.13, 0.00], [-0.34, 0.12, 0.56], [0.07, -0.20, -0.79], [0.64, 0.17, -0.25], [0.09, -0.23, -0.01], [-0.22, 0.65, 0.23], [-0.46, -0.45, 0.31], [-0.25, 0.08, 0.47], [-1.14, -0.12, -0.94], [-0.12, -0.08, 0.70], [0.42, -0.57, 0.26], [0.81, 0.07, -0.09], [0.03, 0.69, 0.09], [-0.03, 0.01, 0.00], [1.67, 0.44, -1.16], [-1.14, 0.78, 1.11], [-0.42, -0.45, 0.17], [0.09, 0.38, 0.01], [-0.64, -0.67, -0.53], [0.28, -0.25, 0.52], [-0.31, 0.23, -0.73], [0.61, 0.38, 1.17], [-0.06, -0.17, 0.32], [0.13, 0.17, 0.11], [0.27, -0.04, -0.30], [-0.10, -0.06, -0.27]], "mulliken_charge": [-0.6211, -0.4578, 0.3342, 0.2928, 0.1227, 0.3917, -0.7670, -0.3618, 0.4060, 0.1639, 0.2853, 0.3256, -0.2684, -0.4886, -0.1368, 0.2993, 0.3271, 0.2903, -0.8489, -0.3342, 0.2324, 0.3634, 0.3212, 0.1789, -0.4870, -0.5769, 0.1695, 0.1784, 0.3687, 0.3200, -0.4932, -0.5082, 0.0731, 0.2524, 0.3851, 0.2624, -0.4530, -0.5450, 0.2810, 0.1144, 0.1891, 0.4874, -0.4240, -0.4844, 0.1681, -0.0758, 0.4829, 0.3037, 0.1486, -0.4921, 0.4042, -0.1132, -0.2127, 0.1497, -0.4271, -0.5579, 0.1274, 0.2064, 0.2966, 0.2978, -0.3299, -0.5042, 0.0284, 0.2227, 0.2934, 0.2936, -0.3160, -0.5458, -0.0299, 0.3258, 0.2501, 0.3985, -0.2575, -0.5774, 0.1850, -0.0176, 0.3358, 0.2737, -0.3920, -0.4784, 0.2230, 0.4351, -0.0118, 0.2751, -0.4504, -0.5357, 0.2019, 0.2019, 0.2971, 0.2895, -0.3215, -0.5686, -0.0017, 0.1548, 0.3599, 0.4867, -0.5764, -0.5778, 0.2813, 0.3412, 0.1925, 0.2787]}